1.
ORCA calculation (ωB97M-V/def2-TZVPD) on one molecule with the formula C3H3N5.

```
11
Properties=species:S:1:pos:R:3:forces:R:3
H 1.88994 -0.90243 0.72282 1.3 3.4 0.0
N 2.06061 0.23519 0.71118 -5.2 -0.8 -1.8
C 0.93505 0.58938 -0.01774 6.1 -5.3 1.9
C 0.41816 -0.69034 -0.75239 1.0 1.5 0.4
N -0.74231 -1.05833 -0.47928 -1.7 -3.1 0.4
C -1.58366 -0.42867 0.45531 4.6 5.7 -5.0
N -1.61554 0.88290 0.41911 0.0 -0.1 0.4
N -0.83857 1.83918 -0.40912 1.2 -1.1 1.1
N 0.45114 1.80457 -0.39094 -3.5 0.2 -0.3
H 1.19777 -1.34281 -1.35270 -1.9 1.6 0.8
H -2.17261 -0.92863 1.09375 -2.0 -1.9 2.1
```
Forces are in eV/Å.

The value obtained for the maximum force is 0.172 Eh/bohr. For the energy, the calculation gives -389.6870 Eh. The SMILES is [H]/N=c1\cncnnn1. The energy relative to the best compared isomer or geometry (same formula, charge and spin) is 476.9 kJ/mol.

2.
ORCA calculation (ωB97M-V/def2-TZVPD) on a 2-piece molecular cluster, C2H9N4O overall.

```
16
Properties=species:S:1:pos:R:3:forces:R:3
C 1.42869 0.04964 0.06436 0.0 -0.5 0.2
C -1.79505 0.15289 -0.35803 0.3 -0.7 -0.1
N 2.64325 -0.54067 0.03082 0.3 0.0 -0.1
N 1.37841 1.35325 -0.31170 0.2 0.2 -0.1
N -2.50716 -0.92569 -0.13735 -0.1 0.3 0.2
N 0.34009 -0.55451 0.40932 -1.0 0.3 -0.3
O -1.84745 1.21986 0.36552 -0.2 0.4 0.3
H -1.30247 0.28141 -1.31473 -0.1 -0.1 0.1
H 3.45833 -0.04332 -0.27980 0.0 0.0 0.0
H 2.73090 -1.53162 0.17130 0.0 0.1 0.0
H 2.24173 1.86413 -0.35345 0.0 0.2 0.0
H 0.55733 1.87834 -0.06913 0.0 0.0 0.1
H -2.47477 -1.70521 -0.77536 0.1 0.1 -0.1
H -2.98975 -1.07227 0.74144 0.1 0.0 -0.1
H 0.43131 -1.54290 0.59150 0.3 -0.1 0.1
H -2.29338 1.11669 1.22528 0.1 0.0 -0.2
```
Forces are in eV/Å.

The value obtained for the maximum force is 0.021 Eh/bohr. For the energy, the calculation gives -375.6495 Eh. The energy relative to the best compared isomer or geometry (same formula, charge and spin) is 126.2 kJ/mol. As for the total charge: +1.

3.
ORCA calculation (ωB97M-V/def2-TZVPD) on a 2-piece molecular cluster, C5H17N2 overall.

```
24
Properties=species:S:1:pos:R:3:forces:R:3
C 0.63061 1.63210 1.37526 -1.5 -0.8 0.1
N 1.36821 0.94628 0.28905 1.7 3.3 0.9
C 1.80322 1.78059 -0.85118 0.9 -1.4 -0.7
H 0.34382 0.89081 2.16473 0.4 0.6 -0.6
H 1.25378 2.42685 1.85925 -0.1 -0.5 -0.5
H -0.30982 2.09418 0.96385 1.1 -0.2 0.3
H 0.12764 -0.21417 -0.00477 -1.4 -1.7 -0.5
H 2.17797 0.40205 0.62850 -0.6 -0.4 -0.1
H 1.03483 2.18022 -1.50814 -0.4 0.1 0.4
H 2.50265 1.17426 -1.45624 -0.4 0.2 0.2
H 2.44036 2.60702 -0.46937 -0.4 -0.1 0.3
C -0.32625 -1.69769 -1.39831 0.9 -0.5 -0.2
N -0.66248 -0.94471 -0.17041 0.3 1.2 -0.5
C -1.91046 -0.14130 -0.34802 -0.1 -0.2 0.2
C -0.76002 -1.78167 1.03890 0.2 0.3 0.6
H -0.13046 -0.92939 -2.13116 0.2 -0.1 -0.5
H -1.16629 -2.31561 -1.74198 0.2 0.1 0.4
H 0.58678 -2.31020 -1.21085 -0.8 0.4 -0.2
H -1.94173 0.46718 0.53036 -0.4 0.7 0.4
H -1.97065 0.45626 -1.26295 0.4 -0.3 0.1
H -2.73882 -0.83193 -0.28482 -0.3 -0.2 -0.2
H -1.14623 -1.15020 1.84038 0.1 -0.2 0.1
H 0.24058 -2.13460 1.26444 0.0 -0.3 0.2
H -1.44723 -2.60634 0.88348 0.0 -0.1 -0.2
```
Forces are in eV/Å.

The expectation value of S² is 0.75. The value obtained for the maximum force is 0.075 Eh/bohr. For the energy, the calculation gives -309.4707 Eh. The energy relative to the best compared isomer or geometry (same formula, charge and spin) is 11.1 kJ/mol. The spin multiplicity is 2. As for the total charge: +2.

4.
ORCA calculation (ωB97M-V/def2-TZVPD) on C6H8GdOP as an isolated structure.

```
17
Properties=species:S:1:pos:R:3:forces:R:3
C 0.34380 -0.46872 -0.74641 0.4 -2.0 -0.3
C 1.46322 -1.31697 -0.68727 -0.9 1.3 0.0
C 1.04116 -2.66531 -0.89928 -0.1 0.6 0.0
C -0.36979 -2.68154 -1.10786 -1.4 1.4 0.1
C -0.86696 -1.36465 -1.01325 1.9 -1.0 0.0
Gd -2.40164 1.38324 0.97760 -1.7 -0.1 -0.6
P -0.40961 3.27658 0.80175 0.7 1.0 -0.1
H 0.32090 0.61978 -0.66230 0.1 -0.5 0.1
H 2.48684 -0.99268 -0.50464 -0.4 -0.1 -0.1
H 1.69339 -3.53672 -0.90499 -0.2 0.2 0.0
H -1.89689 -1.01316 -1.13899 0.5 -0.3 0.0
H -0.97448 -3.56673 -1.30090 0.2 0.3 0.1
H -0.06018 3.76474 -0.51593 0.1 -0.1 0.6
H 0.92722 3.14885 1.31779 -0.5 0.1 -0.2
H -0.71220 4.56706 1.38147 0.3 -0.5 -0.3
O 0.17520 0.22525 2.79460 -0.1 0.1 -0.1
C -0.75997 0.62099 2.20861 1.2 -0.5 0.9
```
Forces are in eV/Å.

The expectation value of S² is 15.81. The value obtained for the maximum force is 0.041 Eh/bohr. For the energy, the calculation gives -1415.2531 Eh. The spin multiplicity is 8.

5.
ORCA calculation (ωB97M-V/def2-TZVPD) on one molecule with the formula C4H10FNS.

```
17
Properties=species:S:1:pos:R:3:forces:R:3
C -2.26367 -0.69045 -0.46546 0.1 0.1 0.3
C -1.27225 -0.15230 0.56142 0.0 -0.2 -0.1
C 0.15533 -0.55849 0.19642 -0.1 0.0 -0.1
C 1.21722 0.22901 0.94412 0.3 0.6 -0.1
N 1.86053 0.54630 -1.63249 -0.2 -0.2 -1.0
F 2.44156 2.44229 0.32381 -0.3 3.2 0.7
S 2.60235 0.76587 -0.14761 0.5 -3.9 0.5
H -2.12190 -1.76024 -0.60730 -0.1 -0.1 0.0
H -3.28623 -0.51679 -0.14065 -0.1 0.0 0.0
H -2.11906 -0.19779 -1.42352 0.0 0.0 -0.1
H -1.34384 0.93645 0.58569 0.0 0.1 0.1
H -1.52944 -0.52678 1.55401 0.0 0.1 0.1
H 0.29236 -1.62823 0.36202 0.0 0.0 -0.1
H 0.30115 -0.36101 -0.86945 -0.3 -0.4 0.3
H 0.81186 1.14964 1.36001 -0.1 0.0 0.1
H 1.68866 -0.33855 1.74702 0.0 0.1 -0.1
H 2.56537 0.66107 -2.34803 0.3 0.7 -0.4
```
Forces are in eV/Å.

The expectation value of S² is 2.01. The value obtained for the maximum force is 0.077 Eh/bohr. For the energy, the calculation gives -711.0235 Eh. The spin multiplicity is 3.

6.
ORCA calculation (ωB97M-V/def2-TZVPD) on one molecule with the formula C6H10O.

```
17
Properties=species:S:1:pos:R:3:forces:R:3
C 2.57081 0.12955 0.09886 0.1 0.0 0.1
C 1.12419 0.13758 -0.33894 0.0 -0.4 -0.1
C 0.16353 -0.67280 0.27971 0.2 0.0 -0.4
O -0.84057 0.86826 1.31953 0.0 0.3 0.0
C -1.86780 0.23153 0.65555 -0.3 -0.1 0.2
C -1.91054 0.32677 -0.84178 0.0 0.1 -0.1
C -1.24120 -0.86216 -0.18734 0.2 -0.2 0.0
H 3.15510 -0.58808 -0.48833 -0.1 0.1 0.1
H 2.65973 -0.14610 1.15459 0.0 0.0 -0.1
H 3.03097 1.11328 -0.02861 -0.1 -0.1 0.0
H 0.90934 0.43667 -1.36492 0.0 0.0 0.1
H 0.37463 0.88160 0.36856 -0.3 0.0 0.2
H 0.43226 -1.19974 1.19377 0.0 0.1 -0.1
H -2.79454 0.04723 1.20232 0.2 0.0 -0.1
H -2.84648 0.08097 -1.33673 0.1 0.0 0.1
H -1.32689 1.09486 -1.34432 -0.1 -0.1 0.1
H -1.59252 -1.87942 -0.34193 0.0 0.2 0.1
```
Forces are in eV/Å.

The value obtained for the maximum force is 0.008 Eh/bohr. For the energy, the calculation gives -309.6803 Eh. The energy relative to the best compared isomer or geometry (same formula, charge and spin) is 425.6 kJ/mol.